(1)
{
  "formula": "C6H7NO",
  "method": "ωB97M-V/def2-TZVPD",
  "symbols": ["C", "C", "C", "C", "C", "C", "N", "O", "H", "H", "H", "H", "H", "H", "H"],
  "xyz": [[0.24509, 0.76110, 1.19740], [1.08596, -0.34007, 0.74274], [-2.67067, -0.34702, -0.93588], [-2.14113, 0.39156, 0.05707], [2.33413, -0.45017, -1.36237], [-0.72642, 0.25879, 0.37905], [2.28620, -0.03095, -0.15931], [0.05731, -0.84832, -0.02092], [0.21147, 1.66693, 1.74328], [1.32267, -0.96378, 1.62958], [-3.79659, -0.34708, -1.05510], [-1.93109, -1.15955, -1.27719], [-2.73477, 1.20132, 0.39091], [3.39172, -0.22041, -1.73234], [3.06613, 0.42766, 0.40307]],
  "forces_ev_per_a": [[-2.68, 1.40, -1.58], [2.33, 0.21, 0.51], [0.60, -1.67, 1.33], [0.35, -0.41, -2.07], [1.43, -0.23, -1.45], [0.99, -0.16, 1.69], [-0.07, 0.24, 3.42], [-1.74, -0.69, -1.20], [0.61, 0.45, 0.65], [0.55, -0.29, -0.92], [1.71, -0.03, -0.52], [-1.84, 1.09, -0.17], [-0.12, 0.72, 1.06], [-1.05, 0.03, 0.24], [-1.06, -0.67, -0.98]],
  "energy_ev": -9867.2855,
  "total_charge": 0,
  "relative_energy_kcal_mol": 123.89,
  "spin_multiplicity": 1,
  "mol_weight_g_mol": 109.1
}

***

(2)
{
  "formula": "C6H7NO",
  "method": "ωB97M-V/def2-TZVPD",
  "symbols": ["N", "C", "C", "C", "O", "C", "C", "C", "H", "H", "H", "H", "H", "H", "H"],
  "xyz": [[-3.15939, 0.25266, 0.16797], [-2.00636, 0.30665, 0.10824], [-0.55256, 0.32397, 0.04692], [-0.02593, 1.73117, -0.23649], [1.02346, 2.14719, 0.19717], [0.10896, -0.67062, -0.98788], [1.20963, -0.97303, 0.03959], [0.26425, -0.40742, 1.13549], [-0.66940, 2.34634, -0.89005], [-0.56798, -1.50177, -1.18924], [0.41069, -0.24372, -1.94712], [2.07641, -0.33573, -0.12235], [1.52663, -2.02891, 0.15466], [0.70365, 0.22316, 1.89992], [-0.34207, -1.16993, 1.62315]],
  "forces_ev_per_a": [[0.91, 0.10, -0.08], [-0.85, -0.13, 0.17], [0.51, 0.04, -0.34], [0.49, 0.14, 0.47], [-0.81, -0.36, -0.37], [-0.19, 0.13, -0.47], [-0.28, -0.56, 0.37], [0.20, -0.12, 0.23], [0.05, 0.02, -0.07], [0.09, 0.00, 0.15], [-0.04, 0.04, 0.09], [0.00, -0.04, 0.13], [-0.19, 0.66, -0.14], [0.05, 0.17, 0.01], [0.05, -0.09, -0.14]],
  "energy_ev": -9871.6381,
  "total_charge": 0,
  "smiles": "N#CC1(C=O)CCC1",
  "relative_energy_kcal_mol": 23.51,
  "spin_multiplicity": 1,
  "mol_weight_g_mol": 109.1
}

***

(3)
{
  "formula": "C6H7NO",
  "method": "ωB97M-V/def2-TZVPD",
  "symbols": ["N", "C", "C", "C", "O", "C", "C", "C", "H", "H", "H", "H", "H", "H", "H"],
  "xyz": [[0.31645, -0.55271, 2.89125], [0.40597, -0.14478, 1.75156], [0.39210, 0.26267, 0.29532], [1.54252, 1.11506, -0.27583], [1.28803, 1.38416, -1.50849], [0.29921, -1.05551, -0.42824], [-1.29342, -0.76431, -0.34312], [-0.99282, 0.73682, -0.23930], [2.40411, 1.50432, 0.21262], [0.49199, -1.93599, 0.22146], [1.16591, -0.99352, -1.38330], [-2.13585, -1.14752, -1.14785], [-1.70742, -1.15481, 0.59921], [-0.74688, 1.28913, -1.21772], [-1.42991, 1.45699, 0.57245]],
  "forces_ev_per_a": [[0.60, 2.25, -6.24], [-0.52, -0.92, 5.30], [2.06, 0.99, 1.84], [-3.51, 0.56, -5.40], [2.48, -0.44, 4.72], [0.61, -1.64, -1.67], [-2.36, -1.15, -3.17], [0.79, 1.83, 1.33], [0.83, 0.15, 0.61], [0.44, 0.54, -0.74], [-3.62, -0.61, 2.23], [2.44, 1.02, 1.60], [0.66, 0.05, -0.17], [-0.85, -1.12, 1.55], [-0.05, -1.50, -1.79]],
  "energy_ev": -9868.9241,
  "total_charge": 0,
  "smiles": "N#CC1(C=O)CCC1",
  "relative_energy_kcal_mol": 86.10,
  "spin_multiplicity": 1,
  "mol_weight_g_mol": 109.1
}